The following is a DFT calculation (ωB97M-V/def2-TZVPD) of a molecular structure, C5H5NO.

The spin multiplicity is 1. Its total charge is 0. The calculation puts the LUMO energy at 0.013 hartree. As for the frontier orbital gap: 0.34738 Ha. The value obtained for the molar mass is 95.1 g/mol. The value obtained for the total energy is -8796.5980 eV. The HOMO energy is -9.11 eV. The calculation puts the energy above the lowest of the compared OMol25 structures with the same formula, charge and spin at 658.1 kJ/mol.

Structure (XYZ):
```
12
C5H5NO | the OMol25 dataset | ωB97M-V/def2-TZVPD
H -3.35 -0.94 0.34
C -2.67 -0.47 -0.38
O 0.38 0.40 2.01
C 3.07 0.01 -0.40
H -1.60 0.37 0.96
H 0.71 0.79 -1.05
H 3.74 -0.24 -1.20
H -2.86 -0.66 -1.43
C 2.45 0.27 0.62
C 0.84 -0.07 -0.39
N -1.69 0.27 -0.05
C 0.98 0.26 0.97
```

The following is a DFT calculation (ωB97M-V/def2-TZVPD) of C5H5NO in the gas phase.

The spin multiplicity is 1. Its total charge is 0. The calculation puts the LUMO energy at 0.031 hartree. As for the frontier orbital gap: 0.41629 Ha. The value obtained for the molar mass is 95.1 g/mol. The value obtained for the total energy is -8800.7836 eV. As for the SMILES: N#CO[C@@H]1C=CC1. The HOMO energy is -10.48 eV. The calculation puts the energy above the lowest of the compared OMol25 structures with the same formula, charge and spin at 254.3 kJ/mol.

Structure (XYZ):
```
12
C5H5NO | the OMol25 dataset | ωB97M-V/def2-TZVPD
H 1.63 0.77 1.17
C 0.13 1.28 -0.36
C -0.99 0.79 0.18
C -0.38 -1.68 -1.05
H -0.41 -0.55 1.92
H 1.71 -0.34 -0.22
H -2.04 1.07 0.14
C -0.27 -0.35 0.86
N -0.24 -1.72 -2.20
C 1.05 0.31 0.37
O -0.53 -1.65 0.24
H 0.34 2.08 -1.05
```

The following is a DFT calculation (ωB97M-V/def2-TZVPD) of C5H5NO2 in the gas phase.

The spin multiplicity is 1. Its total charge is 0. The calculation puts the LUMO energy at -0.010 hartree. As for the frontier orbital gap: 0.34345 Ha. The value obtained for the molar mass is 111.1 g/mol. The value obtained for the total energy is -10843.4549 eV. As for the SMILES: O=[N+]([O-])C=C=C1CC1. The HOMO energy is -9.62 eV. The calculation puts the energy above the lowest of the compared OMol25 structures with the same formula, charge and spin at 758.4 kJ/mol.

Structure (XYZ):
```
13
C5H5NO2 | the OMol25 dataset | ωB97M-V/def2-TZVPD
H 1.48 0.91 2.33
N 2.44 0.67 0.19
H -2.54 -1.69 0.19
H -1.18 -1.99 -1.04
H -0.92 0.51 -1.75
C 1.39 0.40 1.36
C 0.14 0.11 0.94
C -1.68 -1.29 -0.47
O 3.59 0.12 0.20
C -1.63 0.10 -1.00
C -0.86 -0.35 0.24
O 2.30 1.74 -0.38
H -2.54 0.78 -0.83
```

The following is a DFT calculation (ωB97M-V/def2-TZVPD) of C5H5NO2 in the gas phase.

The spin multiplicity is 1. Its total charge is 0. The calculation puts the LUMO energy at 0.009 hartree. As for the frontier orbital gap: 0.38322 Ha. The value obtained for the molar mass is 111.1 g/mol. The value obtained for the total energy is -10847.2125 eV. As for the SMILES: N#CC1(O)CC(=O)C1. The HOMO energy is -10.17 eV. The calculation puts the energy above the lowest of the compared OMol25 structures with the same formula, charge and spin at 395.8 kJ/mol.

Structure (XYZ):
```
13
C5H5NO2 | the OMol25 dataset | ωB97M-V/def2-TZVPD
O 1.34 0.47 -2.27
H -0.39 -1.30 -1.54
C 0.84 0.35 -1.20
H 0.30 0.14 2.25
C 0.41 1.06 0.05
H -0.49 1.57 -0.33
C 0.31 -0.96 -0.80
H 1.21 1.73 0.62
H 0.80 -1.91 -0.66
C -0.24 -0.28 0.53
N -2.77 0.21 0.96
O 0.34 -0.92 1.75
C -1.67 -0.15 0.62
```

The following is a DFT calculation (ωB97M-V/def2-TZVPD) of C5H5NO2 in the gas phase.

The spin multiplicity is 1. Its total charge is 0. The calculation puts the LUMO energy at 0.007 hartree. As for the frontier orbital gap: 0.33161 Ha. The value obtained for the molar mass is 111.1 g/mol. The value obtained for the total energy is -10847.0417 eV. As for the SMILES: CC(=C=N)[C@H]1OC1=O. The HOMO energy is -8.83 eV. The calculation puts the energy above the lowest of the compared OMol25 structures with the same formula, charge and spin at 412.3 kJ/mol.

Structure (XYZ):
```
13
C5H5NO2 | the OMol25 dataset | ωB97M-V/def2-TZVPD
C 0.73 1.04 0.21
H 1.36 -1.59 -0.79
H -2.97 -0.76 -0.03
N -2.44 -0.14 0.60
O 1.52 1.54 -0.90
C 0.33 2.12 -0.67
H 1.11 1.30 1.19
C -0.01 -0.23 0.14
H 0.09 -2.38 0.17
C -1.29 -0.18 0.37
C 0.76 -1.51 0.12
O -0.61 2.34 -1.40
H 1.43 -1.56 0.99
```

The following is a DFT calculation (ωB97M-V/def2-TZVPD) of C5H5NO2 in the gas phase.

The spin multiplicity is 1. Its total charge is 0. The calculation puts the LUMO energy at 0.025 hartree. As for the frontier orbital gap: 0.36348 Ha. The value obtained for the molar mass is 111.1 g/mol. The value obtained for the total energy is -10847.0192 eV. As for the SMILES: O=C(O)c1cc[nH]c1. The HOMO energy is -9.21 eV. The calculation puts the energy above the lowest of the compared OMol25 structures with the same formula, charge and spin at 414.5 kJ/mol.

Structure (XYZ):
```
13
C5H5NO2 | the OMol25 dataset | ωB97M-V/def2-TZVPD
H 0.36 -1.48 1.78
C -0.05 0.56 2.24
H -0.39 2.42 1.87
N -0.24 1.64 1.40
C 0.10 -0.43 1.47
H -0.50 -1.23 -3.14
C 0.21 -0.87 -1.23
H -0.27 1.96 -0.64
C -0.15 1.31 0.12
O 1.10 -1.54 -1.42
O -0.84 -0.65 -2.15
H 0.18 0.72 3.02
C -0.07 0.04 0.06
```

The following is a DFT calculation (ωB97M-V/def2-TZVPD) of C5H5NO2 in the gas phase.

The spin multiplicity is 1. Its total charge is 0. The calculation puts the LUMO energy at 0.019 hartree. As for the frontier orbital gap: 0.37112 Ha. The value obtained for the molar mass is 111.1 g/mol. The value obtained for the total energy is -10847.3770 eV. As for the SMILES: C=C1C(=C)N1C(=O)O. The HOMO energy is -9.57 eV. The calculation puts the energy above the lowest of the compared OMol25 structures with the same formula, charge and spin at 380.0 kJ/mol.

Structure (XYZ):
```
13
C5H5NO2 | the OMol25 dataset | ωB97M-V/def2-TZVPD
H -2.12 1.55 0.06
O -0.24 -2.03 -1.13
H -2.42 -2.24 -0.31
C -0.75 -1.34 -0.30
O -2.02 -1.48 0.13
C -0.20 0.71 0.16
N 0.05 -0.58 0.75
C 2.42 0.25 0.19
H 3.02 -0.64 0.32
C 1.12 0.22 0.39
C -1.06 1.70 -0.03
H -0.70 2.71 -0.15
H 2.92 1.16 -0.07
```

The following is a DFT calculation (ωB97M-V/def2-TZVPD) of C5H5NO3 in the gas phase.

The spin multiplicity is 1. Its total charge is 0. The calculation puts the LUMO energy at -0.045 hartree. As for the frontier orbital gap: 0.30327 Ha. The value obtained for the molar mass is 127.1 g/mol. The value obtained for the total energy is -12895.8661 eV. As for the SMILES: C=C(NC=O)C(=O)C=O. The HOMO energy is -9.48 eV. The calculation puts the energy above the lowest of the compared OMol25 structures with the same formula, charge and spin at 195.2 kJ/mol.

Structure (XYZ):
```
14
C5H5NO3 | the OMol25 dataset | ωB97M-V/def2-TZVPD
C 0.31 1.90 -0.14
C -1.97 0.00 0.53
H 1.25 -2.55 -1.00
O -0.46 2.22 -1.07
O 1.59 0.76 1.24
N -0.98 -0.92 0.00
H -1.56 0.65 1.38
C 0.80 0.59 0.34
H 0.98 2.56 0.34
H -1.31 -1.75 -0.47
O -3.09 0.01 0.22
C 1.47 -1.50 -0.64
C 0.42 -0.67 -0.21
H 2.54 -1.30 -0.52
```

The following is a DFT calculation (ωB97M-V/def2-TZVPD) of a molecular structure, C5H5NO3.

The spin multiplicity is 1. Its total charge is 0. The calculation puts the LUMO energy at -0.017 hartree. As for the frontier orbital gap: 0.36633 Ha. The value obtained for the molar mass is 127.1 g/mol. The value obtained for the total energy is -12892.8218 eV. The HOMO energy is -10.44 eV. The calculation puts the energy above the lowest of the compared OMol25 structures with the same formula, charge and spin at 489.0 kJ/mol.

Structure (XYZ):
```
14
C5H5NO3 | the OMol25 dataset | ωB97M-V/def2-TZVPD
H 2.28 1.00 2.24
C -0.01 0.93 2.24
H -2.65 -1.80 -2.65
C 0.16 0.43 0.83
H -1.47 -2.17 -1.10
H -0.58 -2.61 -2.14
O -1.11 1.22 2.74
C 0.25 0.12 -0.32
N 1.16 1.15 2.85
C 0.46 -0.44 -1.66
O 1.51 -0.57 -2.22
H 0.79 1.53 3.65
O -0.82 -0.51 -2.24
C -1.39 -1.88 -2.13
```

The following is a DFT calculation (ωB97M-V/def2-TZVPD) of C5H5NO3 in the gas phase.

The spin multiplicity is 1. Its total charge is 0. The calculation puts the LUMO energy at 0.028 hartree. As for the frontier orbital gap: 0.36118 Ha. The value obtained for the molar mass is 127.1 g/mol. The value obtained for the total energy is -12894.4601 eV. As for the SMILES: O=C1[C@@H]2O[C@@H]2C=CN1O. The HOMO energy is -9.06 eV. The calculation puts the energy above the lowest of the compared OMol25 structures with the same formula, charge and spin at 330.9 kJ/mol.

Structure (XYZ):
```
14
C5H5NO3 | the OMol25 dataset | ωB97M-V/def2-TZVPD
O 1.53 -0.84 1.09
N -1.18 0.29 0.49
H 2.68 -0.22 -0.52
O -2.48 0.41 0.48
C 1.67 -0.08 -0.14
C -0.30 1.45 0.17
C -0.74 -0.90 0.05
C 0.73 -1.23 0.01
H -0.92 2.41 -0.03
H 1.55 1.94 -0.62
O -1.56 -1.77 -0.19
H -2.75 -0.28 -0.30
H 0.81 -2.35 -0.33
C 0.96 1.17 -0.15
```

The following is a DFT calculation (ωB97M-V/def2-TZVPD) of C5H5NO4 in the gas phase.

The spin multiplicity is 1. Its total charge is 0. The calculation puts the LUMO energy at 0.005 hartree. As for the frontier orbital gap: 0.39920 Ha. The value obtained for the molar mass is 143.1 g/mol. The value obtained for the total energy is -14940.5213 eV. As for the SMILES: O=C1O[C@]12CC[C@@H]2[N+](=O)[O-]. The HOMO energy is -10.73 eV. The calculation puts the energy above the lowest of the compared OMol25 structures with the same formula, charge and spin at 414.5 kJ/mol.

Structure (XYZ):
```
15
C5H5NO4 | the OMol25 dataset | ωB97M-V/def2-TZVPD
O -1.15 -3.13 -0.11
N -1.66 -2.04 -0.12
C -1.56 0.62 0.05
O -3.83 1.83 -0.17
H 1.23 -0.32 0.49
H 0.26 1.77 -0.27
O -2.78 -1.83 -0.52
H -0.96 -1.18 1.44
C -2.78 1.41 0.20
C 0.35 -0.43 -0.27
C -0.96 -0.86 0.44
H 0.62 -1.05 -1.18
O -1.93 1.45 1.22
C -0.22 0.95 -0.66
H -0.24 1.05 -1.80
```

The following is a DFT calculation (ωB97M-V/def2-TZVPD) of C5H5NO5 in the gas phase.

The spin multiplicity is 1. Its total charge is 0. The calculation puts the LUMO energy at -0.009 hartree. As for the frontier orbital gap: 0.37656 Ha. The value obtained for the molar mass is 159.1 g/mol. The value obtained for the total energy is -16989.3085 eV. As for the SMILES: O=C1C[C@@H](O)C(=O)[C@H]1[N+](=O)[O-]. The HOMO energy is -10.50 eV. The calculation puts the energy above the lowest of the compared OMol25 structures with the same formula, charge and spin at 398.2 kJ/mol.

Structure (XYZ):
```
16
C5H5NO5 | the OMol25 dataset | ωB97M-V/def2-TZVPD
O -2.52 0.47 0.14
H -1.62 -1.92 -0.21
N -0.17 2.25 -0.24
H -0.19 1.36 1.66
C 0.60 -1.35 0.24
O -0.23 2.04 -1.43
O 2.18 0.53 0.14
H 2.28 -1.79 -0.55
C -1.40 0.11 0.11
O 1.42 -2.19 -0.55
H 0.28 -1.64 1.28
C -0.83 -1.20 -0.39
C -0.24 1.02 0.56
H -0.56 -1.10 -1.40
O -0.11 3.34 0.31
C 1.11 0.07 0.33
```

The following is a DFT calculation (ωB97M-V/def2-TZVPD) of C5H5NOS in the gas phase.

The spin multiplicity is 1. Its total charge is 0. The calculation puts the LUMO energy at -0.038 hartree. As for the frontier orbital gap: 0.27975 Ha. The value obtained for the molar mass is 127.2 g/mol. The value obtained for the total energy is -19637.2852 eV. As for the SMILES: CSC1=CC=NC1=O. The HOMO energy is -8.64 eV. The calculation puts the energy above the lowest of the compared OMol25 structures with the same formula, charge and spin at 164.7 kJ/mol.

Structure (XYZ):
```
13
C5H5NOS | the OMol25 dataset | ωB97M-V/def2-TZVPD
H 0.02 -2.29 -1.47
C 0.71 0.65 -0.59
H -1.71 1.61 1.50
C -0.45 0.21 0.33
H 1.17 -2.16 0.02
C -0.04 2.39 0.35
C -0.89 1.34 0.92
H -0.05 3.47 0.64
C 0.12 -2.40 -0.40
H -0.14 -3.43 -0.08
O 1.33 -0.08 -1.30
N 0.95 2.02 -0.40
S -1.01 -1.34 0.49
```

The following is a DFT calculation (ωB97M-V/def2-TZVPD) of C5H5NS in the gas phase.

The spin multiplicity is 1. Its total charge is 0. The calculation puts the LUMO energy at -0.042 hartree. As for the frontier orbital gap: 0.26303 Ha. The value obtained for the molar mass is 111.2 g/mol. The value obtained for the total energy is -17588.9607 eV. As for the SMILES: C=C1C=CC(=S)N1. The HOMO energy is -8.31 eV. The calculation puts the energy above the lowest of the compared OMol25 structures with the same formula, charge and spin at 184.9 kJ/mol.

Structure (XYZ):
```
12
C5H5NS | the OMol25 dataset | ωB97M-V/def2-TZVPD
H 2.27 -1.77 0.68
H -1.02 -1.91 -0.40
C 1.97 -0.79 0.09
N -0.64 -1.00 -0.30
C -1.64 -0.02 -0.20
C 0.35 0.98 -0.08
S -3.28 -0.38 0.06
C 0.66 -0.37 -0.28
H 2.67 0.12 0.39
H 1.20 1.72 0.03
H -1.59 2.18 0.13
C -0.94 1.25 -0.12
```

The following is a DFT calculation (ωB97M-V/def2-TZVPD) of C5H5NS in the gas phase.

The spin multiplicity is 1. Its total charge is 0. The calculation puts the LUMO energy at 0.013 hartree. As for the frontier orbital gap: 0.33204 Ha. The value obtained for the molar mass is 111.2 g/mol. The value obtained for the total energy is -17587.5627 eV. As for the SMILES: C#C[C@H]1CN1C=S. The HOMO energy is -8.69 eV. The calculation puts the energy above the lowest of the compared OMol25 structures with the same formula, charge and spin at 319.8 kJ/mol.

Structure (XYZ):
```
12
C5H5NS | the OMol25 dataset | ωB97M-V/def2-TZVPD
C -1.06 0.84 -1.08
N 0.54 -0.60 0.16
H -2.57 1.13 -2.69
S 2.62 -1.45 1.48
C -0.51 -0.41 1.12
H -1.40 -1.06 0.99
C -0.21 0.62 0.03
H -0.14 -0.17 2.12
C -1.85 1.06 -1.99
C 1.85 -0.86 0.19
H 0.35 1.48 0.40
H 2.37 -0.57 -0.73
```

The following is a DFT calculation (ωB97M-V/def2-TZVPD) of C5H5NS in the gas phase.

The spin multiplicity is 3. Its total charge is 0. The calculation puts the LUMO energy (spin up / spin down) at 0.024 / -0.096 hartree. As for the frontier orbital gap (spin up / spin down): 0.32009 / 0.23415 Ha. The expectation value of S² is 2.08. The value obtained for the molar mass is 111.2 g/mol. The value obtained for the total energy is -17586.4700 eV. The HOMO energy (spin up / spin down) is -8.05 / -8.98 eV. The calculation puts the energy above the lowest of the compared OMol25 structures with the same formula, charge and spin at 0.0 kJ/mol.

Structure (XYZ):
```
12
C5H5NS | the OMol25 dataset | ωB97M-V/def2-TZVPD
H 1.38 1.44 1.62
C 0.26 0.85 -0.05
C 0.73 0.71 1.15
C 0.33 0.14 -2.34
H -1.30 1.10 -1.41
H 1.33 -0.25 -2.26
C -0.47 -1.18 1.99
S -2.00 -1.17 1.26
N 0.53 -0.39 1.96
H -0.17 0.06 -3.30
C -0.30 0.71 -1.28
H -0.33 -2.02 2.66
```

The following is a DFT calculation (ωB97M-V/def2-TZVPD) of a molecular structure, C5H5NS2.

The spin multiplicity is 1. Its total charge is 0. The calculation puts the LUMO energy at -0.040 hartree. As for the frontier orbital gap: 0.27355 Ha. The value obtained for the molar mass is 143.2 g/mol. The value obtained for the total energy is -28421.5524 eV. The HOMO energy is -8.54 eV. The calculation puts the energy above the lowest of the compared OMol25 structures with the same formula, charge and spin at 426.7 kJ/mol.

Structure (XYZ):
```
13
C5H5NS2 | the OMol25 dataset | ωB97M-V/def2-TZVPD
H 2.19 0.49 -1.72
H 3.39 -0.38 -0.65
N 1.77 2.33 0.74
S -3.34 0.84 -0.42
C 2.30 1.32 0.19
H -3.38 -0.09 1.80
H -1.43 -1.68 1.19
C -0.44 -0.60 -0.28
C 2.45 0.03 -0.76
S 1.23 -1.15 0.13
H -0.43 0.17 -1.19
C -2.74 -0.29 0.61
C -1.57 -0.99 0.37
```